[1]
12
Properties=species:S:1:pos:R:3:mulliken_charge:R:1 method="wB97M-V/def2-TZVPD" energy_ha=-753.9009 orbital_gap_ev=9.529 relative_energy_kj_mol=358.71 lumo_energy_ev=0.69 homo_ev=-8.84 charge=0
O 1.286 1.568 -0.356 -0.395
N 0.038 1.159 0.015 -0.418
C -0.136 -0.079 -0.165 0.566
N 0.913 -0.945 -0.595 -0.279
O 1.999 -0.883 0.324 -0.417
N -1.394 -0.633 -0.052 -0.355
S -2.876 0.127 -0.166 -0.150
H 1.438 2.299 0.260 0.373
H 0.521 -1.884 -0.758 0.289
H 2.436 -0.030 0.082 0.377
H -1.368 -1.548 0.387 0.267
H -2.860 0.849 1.024 0.143

=====

[2]
11
Properties=species:S:1:pos:R:3:mulliken_charge:R:1 method="wB97M-V/def2-TZVPD" energy_ha=-621.7603 orbital_gap_ev=10.165 smiles="NC(N)=[N+]=PO" relative_energy_kj_mol=0.00 lumo_energy_ev=-4.79 homo_ev=-14.95 charge=+1
N -0.908 -0.660 -0.893 -0.400
C -0.160 -0.229 0.153 0.569
N -0.701 0.711 0.978 -0.362
N 1.089 -0.605 0.317 -0.101
P 2.137 -1.671 0.724 0.338
O 3.500 -1.033 0.283 -0.451
H -1.640 -0.052 -1.191 0.264
H -0.480 -1.072 -1.706 0.262
H -1.526 1.196 0.816 0.218
H -0.112 1.287 1.619 0.264
H 3.694 -0.646 -0.650 0.400

=====

[3]
11
Properties=species:S:1:pos:R:3:mulliken_charge:R:1 method="wB97M-V/def2-TZVPD" energy_ha=-678.7486 orbital_gap_ev=9.796 smiles="NNC(=O)NS" relative_energy_kj_mol=71.75 lumo_energy_ev=0.36 homo_ev=-9.43 charge=0
N 0.681 1.789 -0.493 -0.744
N 0.716 0.873 0.558 0.043
C 0.349 -0.462 0.625 0.596
O 0.528 -1.197 1.542 -0.577
N -0.444 -0.843 -0.383 -0.349
S -1.179 -2.370 -0.298 -0.134
H 1.006 1.389 -1.381 0.250
H -0.210 1.992 -0.765 0.263
H 1.444 1.083 1.148 0.248
H -0.833 -0.172 -1.190 0.282
H -2.057 -2.083 0.637 0.121

=====

[4]
10
Properties=species:S:1:pos:R:3:mulliken_charge:R:1 method="wB97M-V/def2-TZVPD" energy_ha=-603.3773 orbital_gap_ev=8.914 relative_energy_kj_mol=442.54 lumo_energy_ev=0.27 homo_ev=-8.64 charge=0
C 0.782 0.729 0.906 -0.488
N -0.206 0.252 -1.798 -0.154
N -0.776 -0.964 -0.140 -0.174
N -0.963 -0.709 -1.290 -0.283
S 0.872 0.298 2.522 -0.088
H -0.242 1.121 0.799 0.184
H 0.349 0.714 -1.067 0.448
H -0.416 0.443 -2.736 0.218
H -1.488 -1.632 0.097 0.204
H 2.088 -0.253 2.708 0.132

=====

[5]
11
Properties=species:S:1:pos:R:3:mulliken_charge:R:1 method="wB97M-V/def2-TZVPD" energy_ha=-1001.5210 orbital_gap_ev="7.405 / 7.405" relative_energy_kj_mol=515.28 lumo_energy_ev="-0.39 / -0.39" homo_ev="-7.80 / -7.80" charge=0
C -0.803 0.815 0.552 -0.533
N -0.191 -0.799 -1.481 -0.435
N -1.047 -1.230 0.610 -0.464
N -0.298 -1.587 -0.455 0.235
S 1.884 1.618 -0.099 -0.374
S -0.141 0.836 -1.055 0.209
H -1.960 0.946 0.472 0.286
H -0.107 1.103 1.270 0.445
H -0.762 -1.583 1.502 0.232
H 0.607 -2.114 -0.152 0.248
H 2.820 1.994 -1.164 0.151

=====

[6]
12
Properties=species:S:1:pos:R:3:mulliken_charge:R:1 method="wB97M-V/def2-TZVPD" energy_ha=-410.2396 orbital_gap_ev=10.875 relative_energy_kj_mol=140.41 lumo_energy_ev=-4.15 homo_ev=-15.03 charge=+1
C -2.140 0.387 0.570 0.539
N 0.779 0.459 -1.088 0.357
N 1.398 0.710 -2.157 -0.329
N -1.499 -0.131 1.447 -0.404
N -0.293 -0.779 1.675 -0.035
O -2.915 0.930 -0.072 -0.294
O 1.275 -0.404 -0.328 -0.504
H 0.997 1.403 -2.779 0.277
H 2.275 0.240 -2.412 0.273
H 0.110 -0.403 2.545 0.390
H -0.456 -1.789 1.810 0.389
H 0.469 -0.622 0.789 0.342